1.
{"formula": "C34H36Cl3N6O5SV", "method": "ωB97M-V with the def2-TZVPD basis set", "energy_ev": -129102.2307, "e_above_lowest_kcal_mol": 0.0, "charge": 1, "spin_multiplicity": 2, "symbols": ["V", "C", "N", "C", "C", "C", "C", "C", "C", "C", "N", "C", "C", "C", "C", "C", "C", "N", "C", "C", "H", "H", "H", "H", "H", "H", "H", "H", "H", "H", "H", "H", "H", "H", "H", "H", "H", "H", "H", "H", "C", "C", "O", "H", "H", "H", "Cl", "C", "C", "C", "C", "C", "C", "N", "C", "C", "N", "C", "O", "C", "C", "C", "Cl", "S", "C", "C", "C", "Cl", "C", "H", "H", "H", "H", "H", "H", "H", "H", "H", "H", "H", "H", "H", "O", "N", "O", "O"], "positions_angstrom": [[-0.52, -1.17, 1.50], [0.86, -4.12, 1.85], [0.01, -3.41, 0.87], [0.67, -3.57, -0.45], [-1.32, -3.99, 0.73], [-1.52, -5.35, 0.53], [-2.79, -5.84, 0.24], [-3.85, -4.95, 0.13], [-3.66, -3.60, 0.35], [-2.40, -3.10, 0.69], [-2.16, -1.75, 1.01], [-3.28, -1.01, 1.45], [-4.01, -1.54, 2.53], [-5.06, -0.87, 3.10], [-5.39, 0.39, 2.62], [-4.69, 0.94, 1.56], [-3.65, 0.25, 0.93], [-2.99, 0.78, -0.19], [-3.21, 2.18, -0.49], [-2.93, -0.03, -1.40], [1.15, -5.11, 1.49], [0.34, -4.24, 2.80], [1.77, -3.55, 2.01], [0.75, -4.62, -0.70], [1.67, -3.14, -0.43], [0.09, -3.07, -1.23], [-0.69, -6.04, 0.58], [-2.94, -6.89, 0.08], [-4.84, -5.31, -0.13], [-4.49, -2.92, 0.28], [-3.71, -2.51, 2.91], [-5.62, -1.31, 3.91], [-6.21, 0.95, 3.05], [-5.00, 1.91, 1.19], [-4.19, 2.38, -0.93], [-2.45, 2.50, -1.20], [-3.10, 2.78, 0.42], [-3.89, -0.02, -1.93], [-2.67, -1.06, -1.16], [-2.16, 0.37, -2.06], [-0.73, -2.67, 4.48], [-0.79, -1.80, 3.29], [-1.10, -0.62, 3.27], [-1.30, -2.24, 5.30], [0.32, -2.74, 4.78], [-1.09, -3.68, 4.27], [7.61, 2.96, -0.54], [5.92, 3.22, -0.79], [4.99, 2.46, -0.09], [3.65, 2.64, -0.35], [3.19, 3.56, -1.30], [1.72, 3.66, -1.65], [0.83, 3.96, -0.43], [0.53, 2.87, 0.50], [0.74, 2.90, 1.86], [0.20, 1.77, 2.36], [-0.32, 1.02, 1.33], [-0.09, 1.71, 0.22], [1.11, 2.56, -2.34], [1.82, 1.47, -2.93], [2.79, 1.76, -4.04], [2.56, 2.55, -5.13], [1.13, 3.43, -5.46], [3.89, 2.57, -6.22], [4.76, 1.48, -5.23], [4.07, 1.14, -4.11], [4.15, 4.36, -1.92], [3.71, 5.63, -3.01], [5.51, 4.19, -1.68], [5.32, 1.74, 0.64], [2.94, 2.03, 0.19], [1.60, 4.54, -2.29], [-0.12, 4.34, -0.81], [1.31, 4.75, 0.15], [1.24, 3.73, 2.34], [0.12, 1.45, 3.39], [-0.37, 1.42, -0.77], [1.02, 0.85, -3.33], [2.34, 0.89, -2.17], [5.75, 1.16, -5.53], [4.44, 0.47, -3.35], [6.23, 4.80, -2.20], [1.49, -0.91, 1.93], [1.65, -0.90, 0.69], [2.75, -0.83, 0.18], [0.60, -1.00, -0.02]]}



2.
{"formula": "C29H43Cl2F5InN3O4SSi", "method": "ωB97M-V with the def2-TZVPD basis set", "energy_ev": -105950.4700, "e_above_lowest_kcal_mol": 0.0, "symbols": ["C", "C", "H", "H", "H", "C", "C", "H", "H", "H", "H", "In", "Cl", "C", "O", "N", "C", "C", "H", "H", "H", "H", "H", "H", "H", "H", "H", "C", "C", "N", "H", "C", "O", "H", "H", "H", "H", "H", "H", "C", "C", "N", "H", "C", "O", "H", "H", "H", "H", "O", "C", "C", "C", "H", "C", "H", "C", "H", "C", "C", "H", "H", "H", "Si", "Cl", "C", "C", "C", "H", "H", "H", "H", "H", "H", "H", "H", "H", "F", "C", "C", "F", "C", "F", "C", "S", "C", "F", "C", "F"], "positions_angstrom": [[-1.44, -0.95, -5.91], [-0.79, -1.77, -4.84], [-1.14, -1.33, -6.89], [-1.18, 0.10, -5.81], [-2.53, -1.02, -5.84], [-0.14, -2.91, -5.06], [0.07, -3.50, -6.42], [0.27, -3.50, -4.23], [0.71, -2.89, -7.06], [-0.88, -3.64, -6.97], [0.53, -4.49, -6.30], [0.05, 1.28, 1.48], [1.07, 3.43, 1.20], [0.23, -1.64, 2.09], [0.92, -0.56, 2.13], [0.65, -2.75, 2.67], [1.96, -2.83, 3.32], [-0.24, -3.90, 2.85], [-0.76, -1.65, 1.60], [2.40, -1.83, 3.35], [2.62, -3.52, 2.77], [1.85, -3.24, 4.33], [-1.21, -3.70, 2.39], [-0.38, -4.12, 3.92], [0.20, -4.79, 2.39], [1.62, 2.88, 6.63], [0.26, 4.93, 6.47], [1.65, 2.79, 5.54], [0.27, 4.87, 5.38], [0.49, 3.48, 4.97], [1.61, 1.74, 5.24], [-0.21, 2.96, 3.98], [-0.08, 1.74, 3.63], [-0.69, 5.20, 4.99], [-0.89, 3.64, 3.44], [2.59, 3.26, 5.19], [1.08, 5.51, 5.01], [2.05, 0.78, -3.25], [3.35, -2.33, -3.28], [3.07, 0.49, -2.97], [3.80, -1.81, -2.43], [3.01, -0.64, -2.05], [3.60, 1.32, -2.50], [2.51, -0.48, -0.80], [2.07, 0.59, -0.35], [3.87, -2.50, -1.58], [2.53, -1.42, -0.21], [3.61, 0.16, -3.86], [4.81, -1.49, -2.73], [-0.20, -0.05, -3.36], [-0.93, -1.19, -3.42], [0.52, -2.63, -1.87], [-0.74, -2.21, -2.27], [1.39, -2.06, -2.20], [0.67, -3.75, -1.05], [-2.03, -1.01, -3.37], [-1.87, -2.78, -1.69], [1.66, -4.13, -0.79], [-0.47, -4.41, -0.57], [-1.74, -3.91, -0.88], [-2.84, -2.34, -1.91], [-0.38, -5.31, 0.03], [-2.64, -4.40, -0.49], [-0.09, 2.91, -2.25], [-0.72, 1.07, -0.83], [1.75, 3.28, -2.24], [-0.99, 4.29, -1.35], [-0.88, 2.65, -3.89], [2.31, 2.68, -1.52], [1.85, 4.34, -1.93], [2.20, 3.19, -3.25], [-0.51, 1.73, -4.37], [-0.69, 3.52, -4.52], [-1.97, 2.54, -3.74], [-1.73, 3.96, -0.62], [-1.51, 4.90, -2.10], [-0.28, 4.95, -0.84], [-3.81, 2.03, 6.86], [-3.58, 1.58, 5.62], [-3.76, 2.43, 4.52], [-4.22, 3.69, 4.71], [-3.40, 2.03, 3.25], [-3.31, 2.97, 2.27], [-2.90, 0.73, 3.01], [-2.35, 0.30, 1.45], [-2.72, -0.10, 4.13], [-1.97, -1.22, 3.97], [-3.07, 0.29, 5.42], [-2.87, -0.50, 6.49]]}



3.
{"formula": "C3H6N4S", "method": "ωB97M-V with the def2-TZVPD basis set", "energy_ev": -19998.6182, "e_above_lowest_kcal_mol": 131.9, "symbols": ["C", "C", "C", "N", "N", "N", "N", "S", "H", "H", "H", "H", "H", "H"], "positions_angstrom": [[0.13, -0.14, 0.43], [-0.30, -0.16, 1.79], [-1.79, -0.32, -1.02], [2.25, 0.31, -0.47], [1.52, -0.06, 0.40], [-0.41, -0.27, -0.68], [2.59, 1.03, -1.31], [3.54, 1.40, -2.44], [-0.96, -0.97, 2.15], [0.58, -0.44, 2.42], [-0.65, 0.72, 2.29], [-1.81, 0.13, -2.01], [-2.07, -1.38, -1.14], [-2.62, 0.17, -0.41]]}